132
Properties=species:S:1:pos:R:3:forces:R:3:mulliken_charge:R:1 method="wB97M-V/def2-TZVPD" homo_lumo_gap_ev=6.24 homo_ev=-8.379 molar_mass_g_mol=859.1 energy_ev=-85893.3140
C -0.877673 -0.343797 3.557509 -0.041 -0.760 0.190 -0.93
C -1.386208 -0.938864 2.101865 0.250 -0.102 -0.100 0.74
C -0.541802 -2.343525 1.768834 -1.083 1.146 0.546 -0.23
F -1.054858 -3.344822 2.776787 1.019 1.572 -2.441 -0.38
C -0.779179 -2.807940 0.211418 -0.581 -0.967 -1.857 -0.11
C -2.268948 -3.464494 -0.172109 1.500 0.231 -2.068 0.24
F -3.316731 -3.564150 0.911253 3.544 0.378 -3.630 -0.40
C -2.652049 -3.973726 -1.718496 3.743 0.657 1.775 -0.30
C -4.152226 -4.562232 -2.028529 -1.115 0.034 -1.144 0.93
F -4.206086 -5.459595 -3.242977 0.634 2.182 3.602 -0.33
F -4.738531 -5.371813 -0.919790 2.006 2.319 -3.076 -0.29
C -5.085712 -3.245666 -2.438176 -0.146 -1.041 -0.131 -0.85
C -5.986435 -2.662715 -1.199017 -0.922 -1.030 -0.530 -0.41
Si -5.885791 -0.757831 -0.936999 -0.363 0.940 0.538 0.22
C -7.478461 0.184852 -1.548300 0.035 0.897 -0.188 -1.05
C -5.823109 -0.454674 1.001306 -0.408 -0.274 0.354 -0.64
C -4.385744 0.105530 -1.783818 4.960 2.667 -2.015 0.44
C -3.120067 0.608833 -0.813224 0.686 0.980 -3.122 0.76
C -1.790993 1.402497 -1.375105 -3.020 -1.266 -2.953 -0.49
C -1.656613 1.697314 -2.982558 -3.821 -2.090 1.574 -0.39
C -2.884755 1.228905 -3.978073 0.186 -0.582 3.767 -0.61
C -4.230940 0.435492 -3.382587 3.012 1.341 2.198 -0.34
C -1.440334 -3.827851 -2.861914 1.293 1.062 1.859 -0.12
N -1.637353 -4.271413 -4.294688 0.507 0.161 2.113 -0.38
C 0.047122 -3.170247 -2.472654 -1.313 0.264 2.370 0.07
C 0.405510 -2.620898 -0.934107 -3.322 -1.752 -1.134 0.74
C 1.878742 -1.949023 -0.677249 1.896 3.214 3.014 0.16
O 2.188036 -1.082201 0.310724 -2.453 -5.399 -5.662 -0.66
C 3.136281 -2.287392 -1.726041 -0.750 -1.421 -2.767 0.75
C 4.712624 -2.024341 -1.233785 -0.487 1.700 0.189 -0.89
C 5.407490 -0.943512 -2.303185 -0.276 -0.332 0.179 0.29
O 6.848444 -0.689871 -1.970160 -1.858 -1.869 0.577 -0.51
C 4.683000 0.531780 -2.294446 0.905 0.980 -0.392 -0.49
N 3.674523 0.735081 -3.426358 0.143 -0.931 0.919 -0.62
C 2.849931 -2.780532 -3.101501 -0.744 1.121 4.095 -0.60
C 1.267557 -2.994465 -3.597357 0.043 0.358 -4.589 0.10
O 1.072772 -2.973668 -4.922990 0.756 -0.325 7.811 -0.60
H -1.793423 0.022579 4.227859 2.192 -0.718 -1.644 0.23
H -0.069417 0.502126 3.457762 -1.842 -1.658 0.063 0.15
H -0.351966 -1.237129 4.130110 -1.197 1.853 -1.021 0.30
H -2.562243 -1.143797 2.103190 2.673 0.170 -0.014 -0.07
H -1.170944 -0.174704 1.228537 -0.329 -1.599 1.747 -0.32
H 0.577240 -2.153838 2.062727 -2.149 -0.640 -0.983 0.45
H -5.805777 -3.611389 -3.303264 1.599 0.670 1.841 0.36
H -4.341464 -2.459144 -2.900263 -1.471 -1.520 1.055 0.20
H -7.122774 -2.903098 -1.474037 2.397 0.436 0.707 0.40
H -5.796326 -3.167879 -0.160887 -0.086 0.710 -2.128 0.28
H -8.323510 0.043119 -0.751210 1.319 0.149 -1.804 0.31
H -7.778752 -0.091162 -2.645233 0.244 0.449 2.169 0.27
H -7.188902 1.328816 -1.553494 -0.642 -2.184 0.018 0.25
H -5.422807 -1.448322 1.484066 -0.666 2.077 -0.629 0.10
H -5.162280 0.466981 1.293337 -1.366 -1.805 -0.375 0.04
H -6.955216 -0.294984 1.343103 2.544 -0.277 -0.523 0.35
H -3.171064 0.431280 0.357915 0.045 0.422 -2.860 -0.30
H -0.926203 1.772530 -0.665541 -2.062 -0.924 -1.476 0.36
H -0.724284 2.259334 -3.416398 -2.112 -1.145 0.991 0.21
H -2.747970 1.489033 -5.129262 -0.572 -0.757 2.750 0.23
H -5.090163 0.148272 -4.135467 1.944 0.630 1.685 0.23
H -1.482835 -3.505434 -4.986467 0.250 -0.898 1.136 0.32
H -1.058975 -5.129258 -4.528920 -0.916 1.679 0.516 0.28
H 4.734436 -1.464323 -0.179844 -0.385 -1.349 -2.282 0.28
H 5.325492 -3.017186 -1.124643 -1.522 1.881 -0.509 0.49
H 5.358246 -1.464285 -3.371758 0.077 1.415 2.011 0.14
H 7.163122 -1.492666 -1.459954 -0.484 1.342 -0.886 0.37
H 5.543286 1.333828 -2.499158 -1.611 -1.942 0.612 0.29
H 4.203514 0.838377 -1.269441 0.974 -1.051 -1.733 0.15
H 3.489114 -0.179933 -3.895908 -0.136 1.284 0.720 0.26
H 2.791297 1.166944 -3.076574 1.024 -0.955 -0.397 0.27
H 3.751214 -2.978640 -3.828516 -2.311 0.382 1.309 0.27
C 0.059887 4.351834 4.830452 0.110 0.201 -0.106 -0.98
C -0.940358 3.236380 4.608243 0.135 0.144 0.241 -0.02
O -0.503377 2.055260 5.264358 0.070 -0.084 0.527 -0.50
H 1.046171 4.065561 4.450649 -0.150 0.014 -0.036 0.28
H -0.259990 5.268563 4.327080 0.045 -0.020 0.060 0.23
H 0.178095 4.559117 5.899032 -0.090 0.064 -0.061 0.34
H -1.039012 3.017572 3.540920 -0.042 -0.153 0.185 0.13
H -1.926004 3.509892 4.997007 -0.060 0.139 -0.186 0.22
H -0.426997 2.257797 6.212599 -0.024 -0.128 -0.506 0.28
C -3.546545 5.553222 1.207015 0.077 0.229 0.067 -1.19
C -3.054256 4.240639 0.633533 -0.322 0.156 0.001 -0.09
O -3.364298 3.176736 1.521491 -0.240 -0.371 0.258 -0.41
H -3.086006 5.744012 2.181930 0.033 -0.018 -0.168 0.24
H -3.311208 6.384531 0.536465 -0.063 -0.027 0.084 0.36
H -4.629375 5.524522 1.366576 0.038 0.027 -0.128 0.39
H -1.969210 4.265732 0.496306 -0.139 -0.162 0.088 0.26
H -3.520027 4.036424 -0.335384 0.147 0.105 -0.121 0.25
H -4.330661 3.157697 1.630103 0.526 0.001 -0.058 0.23
C 3.954058 -7.003411 0.059046 -0.067 -0.139 0.202 -1.27
C 3.755773 -5.627488 -0.542304 0.025 -0.378 -0.065 0.08
O 5.014420 -5.006045 -0.757014 0.476 -0.152 -0.283 -0.52
H 4.494865 -6.934041 1.008611 -0.147 0.048 -0.104 0.31
H 2.992768 -7.494347 0.235114 0.114 -0.015 -0.023 0.36
H 4.555428 -7.633325 -0.604554 -0.142 0.013 -0.024 0.37
H 3.173268 -4.994548 0.133612 0.191 0.069 -0.117 0.20
H 3.227100 -5.689526 -1.498390 -0.199 -0.011 0.072 0.16
H 5.520735 -5.571685 -1.365054 -0.234 0.258 0.358 0.26
C 10.559887 1.274596 0.250727 0.131 0.184 -0.121 -1.12
C 9.559642 0.159142 0.028518 0.121 0.203 0.250 -0.04
O 9.996623 -1.021978 0.684634 0.023 -0.315 0.361 -0.53
H 11.546171 0.988323 -0.129076 -0.172 0.022 -0.029 0.29
H 10.240010 2.191325 -0.252645 0.061 -0.028 0.087 0.32
H 10.678095 1.481879 1.319307 -0.101 0.063 -0.066 0.34
H 9.460988 -0.059666 -1.038804 -0.006 -0.127 0.211 0.22
H 8.573996 0.432654 0.417283 -0.057 0.142 -0.194 0.24
H 10.073003 -0.819441 1.632874 -0.034 -0.146 -0.527 0.29
C -4.497476 -5.524240 4.865099 -0.168 -0.208 -0.008 -0.82
C -4.025169 -4.296814 5.616401 0.202 -0.098 -0.350 -0.19
O -2.629421 -4.118396 5.425247 0.155 0.117 -0.127 -0.50
H -3.963724 -6.415785 5.210373 -0.093 0.146 0.040 0.26
H -5.570995 -5.678627 5.005881 0.053 -0.038 -0.076 0.33
H -4.292863 -5.425531 3.794028 -0.105 0.060 0.060 0.15
H -4.211455 -4.408927 6.688556 0.185 0.081 -0.110 0.30
H -4.544943 -3.399167 5.267819 -0.219 -0.018 0.079 0.22
H -2.475539 -4.011393 4.470843 0.055 0.010 0.429 0.27
C 0.911608 6.305266 -4.342409 -0.055 0.162 -0.169 -1.16
C 0.468600 5.596723 -3.079154 0.261 0.112 -0.160 -0.07
O 0.532739 4.190240 -3.264024 0.273 -0.478 0.003 -0.44
H 0.277391 6.017759 -5.187433 0.014 0.069 0.163 0.28
H 0.863609 7.390773 -4.218043 0.056 -0.075 -0.058 0.35
H 1.937190 6.025325 -4.604358 -0.026 0.106 0.089 0.35
H -0.563823 5.862126 -2.833285 0.122 -0.240 0.009 0.25
H 1.105956 5.869045 -2.232359 -0.103 0.183 0.040 0.18
H 1.455144 3.963861 -3.473635 -0.464 0.128 0.082 0.24
C 2.326542 7.141927 3.078815 0.095 -0.059 0.231 -1.03
C 2.010669 6.591290 1.703632 0.016 0.317 0.155 -0.21
O 0.736550 7.051506 1.277831 -0.279 0.263 -0.214 -0.49
H 1.564867 6.831803 3.801747 0.137 -0.043 -0.130 0.18
H 3.303867 6.792707 3.423745 -0.066 0.089 0.026 0.32
H 2.327275 8.236762 3.067043 0.120 -0.070 -0.040 0.40
H 1.989242 5.497726 1.724726 -0.164 0.157 -0.103 0.27
H 2.760738 6.907732 0.972396 0.172 -0.134 0.059 0.30
H 0.768665 8.023326 1.254388 -0.046 -0.538 0.016 0.26